No. 1
Entry from the Open Molecules 2025 dataset: the ion C3H6IN2 with charge +1 (ωB97M-V/def2-TZVPD).

Structure (XYZ):
```
12
Properties=species:S:1:pos:R:3:forces:R:3:nbo_charge:R:1
C -0.433176 1.117682 -0.423566 -1.71 1.50 0.10 0.30
C 0.725602 -0.454816 1.069528 5.92 -2.51 -0.33 0.37
C -1.622427 0.562731 -1.155785 -0.11 2.62 1.12 -0.69
N 0.298396 0.455595 0.342499 -1.22 0.99 -1.18 -0.35
N 1.973637 -1.164872 0.634001 -3.85 2.12 3.38 -0.77
I 3.009133 -2.422850 1.889943 -0.49 0.31 -0.46 0.46
H -0.388902 2.230374 -0.411583 0.74 -0.76 -0.07 0.24
H 0.470536 -0.488068 2.111768 -0.42 -0.37 0.39 0.24
H -2.084613 1.297725 -1.829610 1.03 -0.51 -0.75 0.27
H -2.446464 0.635258 -0.445909 0.02 -0.85 0.71 0.28
H -1.376273 -0.392933 -1.469857 -0.34 -1.83 -0.99 0.25
H 1.874550 -1.375824 -0.311430 0.44 -0.69 -1.91 0.40
```
Forces are in eV/Å.

Values from the calculation:
ΔE to the lowest compared entry with this formula, charge and spin (eV): 2.306
Total energy (a.u.): -524.773234
Total charge: +1
Frontier orbital gap (eV): 8.34

---

No. 2
Entry from the Open Molecules 2025 dataset: a cluster of 14 separate species, C56H98N14 in total (ωB97M-V/def2-TZVPD).

Structure (XYZ):
```
168
Properties=species:S:1:pos:R:3:forces:R:3:lowdin_charge:R:1
C -11.468014 -5.780599 -25.044427 -0.57 -0.84 -0.02 -0.11
C -12.555082 -4.752408 -24.736411 0.91 0.35 0.03 -0.23
C -12.125331 -3.341289 -25.196248 -0.82 -0.14 0.52 -0.18
C -10.841526 -2.933799 -24.637379 0.41 -0.26 -0.33 -0.20
N -9.833339 -2.653234 -24.157009 -0.34 0.00 -0.07 0.19
H -10.518513 -5.564382 -24.555920 0.00 0.12 0.01 0.06
H -11.301519 -5.922638 -26.113173 0.09 0.46 -0.05 0.05
H -11.795086 -6.772625 -24.718284 0.06 0.10 0.28 0.07
H -12.754632 -4.680198 -23.667201 -0.12 -0.37 0.00 0.08
H -13.473505 -4.989799 -25.269099 -0.08 -0.05 0.11 0.11
H -12.828996 -2.627402 -24.757093 -0.18 0.07 -0.46 0.12
H -12.182359 -3.339446 -26.282913 0.48 0.50 -0.01 0.10
C -9.700930 2.452660 -24.154590 -0.27 0.94 -0.41 -0.11
C -8.842113 1.279406 -24.588764 -0.32 -0.37 0.20 -0.24
C -7.953346 1.542547 -25.812038 -0.52 0.39 -0.14 -0.19
C -8.759356 2.049195 -26.932587 0.46 0.04 0.66 -0.24
N -9.394151 2.450809 -27.794144 -0.41 0.15 -0.58 0.15
H -10.331178 2.235135 -23.291780 0.06 -0.28 -0.02 0.06
H -10.364424 2.765819 -24.967683 -0.08 -0.19 0.05 0.07
H -9.153055 3.365222 -23.901679 0.36 -0.25 0.06 0.07
H -9.527119 0.463310 -24.834244 0.14 -0.18 0.09 0.10
H -8.239292 0.959781 -23.736939 0.20 -0.11 -0.20 0.08
H -7.459604 0.661928 -26.217274 0.17 -0.07 0.53 0.07
H -7.198851 2.283326 -25.551845 0.13 0.00 -0.18 0.09
C -9.704687 3.089716 -18.300900 -1.01 0.43 -0.19 -0.10
C -10.207094 1.732815 -18.819009 1.00 0.71 -0.01 -0.23
C -9.313884 1.256905 -19.983378 -0.13 -0.04 0.34 -0.17
C -7.935058 0.993368 -19.554857 -0.61 -0.03 -0.27 -0.18
N -6.845276 0.816075 -19.248403 -0.38 -0.42 0.02 0.21
H -10.103370 3.311622 -17.309504 0.25 -0.18 0.10 0.08
H -10.145130 3.870324 -18.928744 0.33 0.06 -0.12 0.07
H -8.623932 3.211688 -18.309154 0.07 -0.18 0.12 0.06
H -11.209234 1.869506 -19.217852 -0.15 -0.27 0.19 0.11
H -10.194101 1.023877 -17.992892 -0.18 -0.29 -0.22 0.11
H -9.233977 2.031182 -20.750729 -0.15 -0.02 -0.07 0.10
H -9.747102 0.358025 -20.422863 0.22 -0.07 -0.14 0.10
C -8.466682 6.566870 -19.396442 -0.54 0.72 -1.14 -0.11
C -7.041672 6.556048 -19.913191 0.74 -0.13 0.09 -0.25
C -6.357168 5.182670 -19.837400 0.10 -0.17 0.76 -0.21
C -6.740760 4.258491 -20.888424 -0.02 0.24 -0.46 -0.22
N -7.015938 3.557446 -21.754915 -0.18 -0.35 -0.07 0.18
H -8.855949 7.582107 -19.525967 -0.06 -0.06 0.02 0.07
H -8.652865 6.320085 -18.353828 0.48 -0.34 0.03 0.08
H -9.076043 5.942745 -20.056908 -0.14 -0.14 0.29 0.07
H -6.436553 7.298329 -19.387938 0.07 -0.29 0.30 0.11
H -6.928703 6.862847 -20.956070 -0.60 0.12 -0.02 0.11
H -6.597140 4.655289 -18.905610 0.20 0.31 0.07 0.09
H -5.270087 5.290973 -19.874984 -0.11 -0.05 -0.02 0.11
C -10.475894 -2.716822 -19.313912 -0.31 0.21 -0.41 -0.10
C -9.605218 -3.894591 -19.746156 0.30 -0.05 1.02 -0.27
C -10.032942 -4.627606 -21.004582 -0.89 -0.42 -0.02 -0.18
C -11.465289 -4.983177 -21.017819 0.40 0.32 0.20 -0.23
N -12.575969 -5.263480 -21.022160 -0.34 -0.07 -0.04 0.15
H -11.415999 -3.034354 -18.857938 0.18 -0.29 0.14 0.08
H -10.823350 -2.096726 -20.146960 0.44 0.11 -0.10 0.07
H -9.940880 -2.105222 -18.588178 -0.03 0.10 -0.04 0.06
H -9.570300 -4.553213 -18.870463 -0.21 -0.38 -0.28 0.11
H -8.547686 -3.632819 -19.848727 -0.13 0.41 -0.32 0.08
H -9.544639 -5.601697 -21.081656 0.43 0.24 -0.23 0.11
H -9.872358 -4.020338 -21.898758 0.29 -0.10 -0.02 0.09
C -7.431471 -1.684588 -22.431360 0.96 0.28 -0.89 -0.11
C -6.034212 -1.273383 -21.956395 -1.28 -0.19 0.62 -0.25
C -5.681812 0.159221 -22.288378 0.27 0.29 -0.34 -0.21
C -5.410350 0.313503 -23.726068 -0.40 -0.22 0.49 -0.21
N -5.303190 0.371995 -24.867733 0.34 0.02 -0.26 0.19
H -7.521366 -2.753797 -22.250380 -0.66 0.03 0.08 0.05
H -7.519326 -1.512258 -23.508073 0.00 -0.27 0.00 0.03
H -8.220508 -1.056427 -22.016831 -0.05 -0.34 0.45 0.06
H -5.291385 -1.977873 -22.332391 0.10 0.15 -0.02 0.08
H -6.073639 -1.370519 -20.865904 0.42 0.07 0.03 0.09
H -4.776076 0.449636 -21.751884 -0.80 -0.07 -0.25 0.03
H -6.458324 0.885349 -22.037089 -0.15 -0.16 0.10 0.08
C -5.868457 -5.276112 -20.807303 -0.19 -0.29 0.18 -0.09
C -6.037237 -5.967474 -19.458314 -0.53 1.07 0.56 -0.26
C -6.689646 -7.339584 -19.588557 0.54 0.02 -0.49 -0.19
C -7.083811 -7.904371 -18.304068 0.17 -0.08 -0.08 -0.23
N -7.376479 -8.326906 -17.279216 -0.07 -0.02 0.11 0.15
H -6.858135 -5.115627 -21.243357 0.10 -0.08 -0.28 0.06
H -5.250339 -5.899886 -21.453813 -0.10 0.11 -0.22 0.07
H -5.388155 -4.300949 -20.727391 0.05 -0.03 0.14 0.05
H -6.730726 -5.395254 -18.827905 0.15 0.24 -0.10 0.09
H -5.095993 -5.938358 -18.907388 0.03 -0.56 -0.04 0.11
H -6.002985 -8.006298 -20.116743 -0.16 -0.23 0.14 0.13
H -7.577120 -7.236320 -20.217605 -0.03 -0.09 0.05 0.11
C -4.333438 1.182657 -18.339621 0.10 2.02 -0.98 -0.16
C -2.928045 1.746436 -18.321801 1.07 -0.43 -0.15 -0.24
C -2.627171 2.961936 -17.422892 -0.99 -0.29 0.29 -0.15
C -3.786439 3.866689 -17.304139 0.55 -0.11 -0.23 -0.21
N -4.683667 4.571761 -17.198062 -0.19 0.12 0.06 0.16
H -5.036272 1.962671 -18.655257 0.29 -0.04 0.29 0.05
H -4.683431 0.796701 -17.385008 0.11 0.83 -0.09 0.07
H -4.424275 0.457182 -19.149154 0.09 -0.13 0.31 0.05
H -2.578141 2.001490 -19.324635 -0.57 0.10 -0.20 0.07
H -2.215200 0.953794 -18.064299 0.00 0.04 0.35 0.11
H -1.780701 3.514619 -17.821344 0.10 0.08 0.21 0.11
H -2.434087 2.634291 -16.400355 0.29 0.05 -0.01 0.12
C -2.833458 -2.748825 -21.021728 -0.17 -0.17 -0.35 -0.10
C -1.734783 -1.915187 -20.394486 -0.18 -0.23 1.21 -0.26
C -0.355225 -1.939575 -21.051400 -0.03 -0.71 0.10 -0.17
C -0.462259 -1.777006 -22.489728 0.34 0.51 0.29 -0.24
N -0.555558 -1.605389 -23.616067 -0.11 0.04 -0.67 0.18
H -3.004875 -2.456852 -22.061440 -0.05 0.06 0.05 0.06
H -3.765950 -2.611835 -20.470796 0.07 0.20 -0.07 0.04
H -2.661184 -3.825777 -21.030916 0.36 0.07 0.05 0.06
H -1.592233 -2.275647 -19.368844 0.10 0.02 -0.02 0.11
H -2.090370 -0.890305 -20.268246 0.14 0.04 -0.28 0.08
H 0.165233 -2.894139 -20.908219 -0.30 -0.05 0.14 0.13
H 0.302573 -1.205973 -20.585448 -0.03 0.25 -0.30 0.12
C -6.638239 -2.438060 -17.361378 0.58 0.11 -0.03 -0.08
C -5.212155 -2.680755 -17.862106 -0.21 0.61 0.16 -0.23
C -4.258707 -1.565007 -17.376900 -0.32 -1.02 0.21 -0.20
C -4.024633 -1.625400 -15.933268 0.19 -0.02 -0.19 -0.22
N -3.843753 -1.678772 -14.800721 -0.03 0.04 0.07 0.14
H -6.680246 -2.486681 -16.272214 0.01 -0.07 0.01 0.08
H -7.315396 -3.188776 -17.764415 -0.19 0.14 -0.05 0.05
H -6.912411 -1.424133 -17.657404 -0.40 -0.12 -0.08 0.06
H -5.173701 -2.583804 -18.949453 -0.22 -0.35 -0.03 0.07
H -4.882957 -3.676405 -17.566472 0.27 0.03 -0.09 0.11
H -4.674240 -0.583336 -17.612086 0.04 -1.45 0.15 0.03
H -3.317761 -1.654824 -17.921252 0.18 0.10 0.21 0.10
C -0.551245 3.830350 -21.290638 0.51 -0.07 0.00 -0.10
C -0.507013 3.148119 -22.651068 -0.82 0.34 -0.18 -0.25
C -0.697216 1.619196 -22.609528 0.07 0.85 0.15 -0.16
C -2.036945 1.242016 -22.139546 0.33 -0.11 -0.37 -0.16
N -3.076187 0.903057 -21.788300 1.36 0.49 0.31 0.21
H 0.204672 3.445548 -20.599035 -0.06 -0.21 -0.07 0.08
H -1.532933 3.698355 -20.835807 -0.03 0.16 0.07 0.06
H -0.316337 4.889492 -21.395483 -0.32 0.05 0.01 0.08
H 0.368848 3.424273 -23.237673 0.29 -0.32 0.28 0.11
H -1.330862 3.558751 -23.244997 -0.03 -0.02 -0.01 0.09
H 0.019655 1.197201 -21.904299 0.12 -0.26 -0.22 0.12
H -0.546290 1.243774 -23.618540 0.00 -0.47 0.13 0.12
C -2.595579 -3.659617 -26.551666 0.78 -1.32 0.83 -0.10
C -3.413407 -2.977364 -25.459893 0.35 0.72 -0.68 -0.26
C -4.329946 -3.939890 -24.693990 0.24 0.32 -0.34 -0.18
C -3.571335 -4.755310 -23.746618 -0.23 0.12 -0.58 -0.23
N -2.947875 -5.383644 -23.022298 0.26 -0.35 0.40 0.16
H -3.210835 -4.056612 -27.359231 -0.04 0.36 -0.17 0.07
H -2.083962 -4.545040 -26.143225 -0.20 0.00 0.10 0.07
H -1.742238 -3.086772 -26.909941 -0.42 0.47 -0.25 0.07
H -3.976561 -2.203891 -25.989323 -0.48 -0.05 0.45 0.09
H -2.762713 -2.431358 -24.775096 0.05 -0.14 0.06 0.07
H -4.804916 -4.584825 -25.434784 -0.25 -0.14 0.26 0.12
H -5.089256 -3.400105 -24.127213 -0.13 -0.02 -0.11 0.09
C -5.033770 4.481238 -26.319906 0.11 0.26 0.46 -0.09
C -4.034165 3.673611 -25.484100 -0.15 0.06 -0.63 -0.25
C -4.397506 3.674191 -24.011899 0.05 -0.51 0.82 -0.21
C -4.515026 4.987948 -23.383877 0.01 -0.06 -0.14 -0.23
N -4.629619 5.988774 -22.835860 0.04 0.26 0.10 0.16
H -4.854750 5.541390 -26.128009 -0.18 0.05 -0.16 0.07
H -6.056287 4.267294 -26.002458 -0.02 -0.03 -0.04 0.06
H -4.976904 4.304231 -27.391489 0.20 -0.08 0.01 0.07
H -3.028286 4.084619 -25.596335 0.00 0.06 -0.06 0.11
H -3.988382 2.649276 -25.856033 -0.07 -0.10 0.28 0.09
H -3.661117 3.123709 -23.414349 0.06 0.04 -0.16 0.09
H -5.331071 3.155082 -23.771031 -0.11 0.06 -0.37 0.08
C -7.325542 -2.848507 -26.323976 -0.90 0.01 -0.73 -0.10
C -8.167706 -1.854515 -27.130054 0.72 0.09 -0.21 -0.26
C -8.664254 -2.443692 -28.454345 -0.64 0.09 0.42 -0.18
C -9.695202 -3.474381 -28.286986 0.03 0.03 0.00 -0.21
N -10.518609 -4.266938 -28.174708 0.00 0.00 0.09 0.16
H -7.962957 -3.665621 -25.979663 0.10 0.05 0.24 0.07
H -6.839490 -2.358337 -25.484875 0.18 -0.14 -0.04 0.04
H -6.634955 -3.277754 -27.054114 0.47 0.01 0.42 0.08
H -7.513915 -1.035826 -27.449212 -0.05 0.04 0.17 0.10
H -8.988150 -1.406283 -26.570102 -0.04 -0.16 0.09 0.09
H -7.845848 -2.892224 -29.016739 0.03 0.21 -0.13 0.12
H -9.130182 -1.620684 -28.999988 0.15 -0.19 -0.37 0.12
```
Forces are in eV/Å.

Values from the calculation:
ΔE to the lowest compared entry with this formula, charge and spin (eV): 2.063
Total energy (a.u.): -2959.063109
Frontier orbital gap (eV): 11.22

---

| no. | LUMO (eV) | E_HOMO (eV) | largest force on an atom (eV/A) |
| --- | --- | --- | --- |
| 1 | -4.91 | -13.25 | 6.4 |
| 2 | 0.02 | -11.19 | 2.2 |